{
  "formula": "C47H42N7O3Re",
  "method": "the ωB97M-V functional and the def2-TZVPD basis",
  "species": ["Re", "C", "O", "C", "N", "C", "C", "C", "C", "C", "C", "C", "C", "C", "C", "C", "C", "N", "C", "N", "C", "C", "O", "C", "C", "C", "C", "C", "C", "H", "H", "H", "H", "H", "H", "H", "H", "H", "H", "H", "H", "H", "H", "H", "H", "H", "H", "H", "C", "O", "C", "C", "C", "C", "C", "C", "C", "N", "C", "C", "N", "C", "C", "C", "C", "N", "C", "C", "N", "C", "C", "C", "C", "H", "H", "H", "H", "H", "H", "H", "H", "H", "H", "H", "H", "H", "H", "C", "C", "C", "C", "H", "H", "H", "H", "H", "H", "H", "H", "H"],
  "xyz": [[0.07973, -0.02310, 0.10245], [4.00453, -0.68793, 2.00957], [2.87297, -0.86010, 2.93033], [1.79151, -0.55956, 2.29304], [1.90653, -0.15571, 1.03599], [3.35561, -0.22337, 0.68294], [3.99476, 1.04162, 0.16340], [5.23636, 0.91560, -0.45824], [5.90388, 2.03734, -0.92174], [5.33511, 3.29674, -0.77283], [4.10427, 3.42526, -0.14963], [3.43709, 2.29978, 0.32233], [0.47504, -0.72487, 2.88211], [0.16585, -1.10953, 4.17440], [-1.17092, -1.26740, 4.52405], [-2.15349, -1.04038, 3.56953], [-1.77476, -0.65649, 2.29181], [-0.47920, -0.49831, 1.94503], [-2.63589, -0.27553, 1.18938], [-2.13543, 0.09593, 0.05131], [-3.28939, 0.64887, -0.72870], [-4.48994, 0.08583, 0.04496], [-3.94060, -0.23852, 1.35197], [-3.30200, 0.32719, -2.20396], [-2.15712, 0.49825, -2.97030], [-2.17501, 0.25701, -4.33668], [-3.34980, -0.14233, -4.95750], [-4.50759, -0.27938, -4.20587], [-4.48549, -0.04226, -2.83893], [4.65870, 0.06235, 2.44468], [4.51057, -1.64713, 1.95297], [3.44486, -0.99869, -0.08095], [5.68815, -0.06278, -0.58531], [6.87003, 1.93052, -1.39612], [5.85731, 4.17340, -1.13110], [3.66654, 4.40593, -0.01549], [2.49291, 2.41198, 0.83242], [0.96109, -1.27987, 4.88799], [-1.44284, -1.56018, 5.52775], [-3.20370, -1.14089, 3.80930], [-3.25881, 1.73750, -0.60605], [-5.30108, 0.79083, 0.19500], [-4.86606, -0.84152, -0.38657], [-1.26455, 0.87905, -2.49653], [-1.27942, 0.42014, -4.92490], [-3.37456, -0.31056, -6.02596], [-5.43683, -0.55693, -4.68481], [-5.40982, -0.13773, -2.28285], [0.55899, -7.01857, -11.88084], [1.18408, -5.79070, -11.41720], [0.99396, -5.33442, -10.22161], [0.17447, -5.96730, -9.23994], [0.05234, -5.39380, -8.01225], [0.72313, -4.18193, -7.69644], [1.53510, -3.55857, -8.68640], [1.67041, -4.11507, -9.91414], [0.61635, -3.55271, -6.41818], [1.20898, -2.40030, -6.11453], [0.86966, -2.13825, -4.84095], [0.04861, -3.14260, -4.32913], [-0.10033, -4.03530, -5.34196], [-0.45592, -3.12782, -2.98862], [-1.25803, -4.11447, -2.40630], [-1.64874, -3.97640, -1.09370], [-1.24583, -2.85006, -0.38874], [-0.50168, -1.88745, -0.92685], [-0.09546, -2.01297, -2.21116], [0.73119, -0.94593, -2.74238], [0.96377, 0.10244, -1.91579], [1.71776, 1.10042, -2.37349], [2.26753, 1.11305, -3.65480], [2.02710, 0.05953, -4.50357], [1.23689, -0.99783, -4.04322], [0.89077, -7.12675, -12.90610], [-0.52299, -6.91320, -11.84054], [0.90933, -7.85318, -11.27734], [-0.34126, -6.88754, -9.47042], [-0.57602, -5.88215, -7.27890], [2.03859, -2.63646, -8.43522], [2.28048, -3.66905, -10.68778], [-0.63272, -4.88916, -5.31662], [-1.56643, -4.98529, -2.97074], [-2.25546, -4.72441, -0.60431], [-1.53192, -2.72269, 0.64678], [1.89484, 1.92263, -1.69529], [2.86947, 1.95764, -3.95891], [2.42569, 0.03603, -5.50898], [0.30695, 4.22324, 1.49056], [-0.03753, 2.75079, 1.73171], [-1.27904, 2.67568, 2.61654], [-0.23345, 2.06979, 0.36124], [0.35054, 4.77190, 2.43187], [-0.45548, 4.69264, 0.86492], [1.26718, 4.34419, 0.98806], [0.79772, 2.29078, 2.27320], [-2.12104, 3.17673, 2.13084], [-1.10345, 3.18482, 3.56451], [-1.58243, 1.65715, 2.84957], [0.45690, 2.50759, -0.37632], [-1.21858, 2.38062, 0.00664]],
  "forces_ev_per_a": [[0.084, -0.312, 0.116], [-0.018, 0.070, -0.014], [-0.099, -0.007, 0.039], [0.141, 0.055, -0.169], [0.119, -0.203, -0.086], [-0.006, -0.068, 0.059], [-0.018, -0.078, -0.146], [-0.059, -0.015, -0.086], [0.007, 0.029, -0.001], [0.020, -0.026, -0.020], [-0.049, 0.001, 0.034], [0.069, 0.028, 0.121], [-0.178, -0.063, 0.154], [0.179, 0.048, -0.111], [-0.179, 0.005, -0.063], [0.046, -0.053, 0.166], [0.147, 0.016, -0.081], [-0.264, -0.007, 0.303], [0.024, 0.006, -0.056], [-0.014, -0.117, 0.171], [-0.052, -0.083, -0.039], [0.012, 0.072, 0.022], [-0.046, 0.023, 0.020], [-0.114, -0.040, 0.000], [0.012, 0.125, -0.037], [0.041, 0.005, 0.020], [-0.046, -0.016, 0.012], [0.016, -0.018, -0.043], [0.047, -0.107, 0.040], [-0.008, 0.000, 0.013], [-0.002, 0.001, 0.007], [0.090, -0.010, 0.037], [-0.020, -0.004, 0.001], [0.003, 0.002, 0.001], [0.000, 0.002, 0.002], [-0.008, 0.003, 0.004], [-0.140, 0.019, 0.058], [-0.006, -0.001, 0.005], [0.009, 0.000, 0.004], [-0.002, 0.002, -0.015], [0.105, -0.004, 0.003], [-0.009, -0.002, -0.027], [0.015, -0.007, 0.048], [0.073, 0.008, 0.019], [-0.004, 0.002, 0.004], [0.001, 0.006, -0.002], [-0.003, 0.005, -0.001], [0.009, 0.009, -0.044], [0.025, 0.033, 0.009], [-0.014, -0.004, -0.007], [0.009, 0.005, 0.005], [-0.010, -0.005, 0.013], [-0.013, -0.024, -0.007], [-0.008, 0.020, 0.049], [0.010, 0.010, -0.030], [0.005, 0.000, -0.006], [0.001, -0.048, -0.052], [0.016, 0.046, 0.022], [-0.022, -0.044, -0.022], [0.041, -0.001, -0.046], [-0.025, 0.015, 0.003], [-0.030, -0.010, 0.053], [0.012, 0.027, 0.006], [0.011, -0.009, -0.004], [0.009, -0.032, 0.064], [0.076, 0.288, -0.081], [0.005, 0.010, -0.047], [0.008, 0.029, -0.008], [-0.164, 0.338, 0.107], [-0.003, -0.037, -0.024], [0.009, 0.004, 0.021], [0.004, -0.016, -0.025], [-0.006, 0.037, 0.066], [-0.002, -0.007, 0.000], [-0.002, -0.009, 0.001], [-0.011, -0.006, -0.001], [0.000, -0.001, 0.005], [0.004, -0.006, -0.001], [0.002, -0.001, -0.002], [0.002, 0.008, 0.008], [0.001, 0.002, 0.003], [0.001, 0.000, -0.003], [0.002, -0.004, -0.005], [-0.014, 0.034, 0.003], [0.008, -0.008, -0.025], [0.001, -0.002, -0.002], [-0.001, -0.003, 0.001], [0.028, 0.002, 0.020], [0.006, -0.049, -0.019], [-0.019, 0.018, -0.013], [0.029, 0.045, -0.547], [0.019, -0.004, 0.002], [-0.016, 0.003, 0.019], [0.016, -0.012, -0.034], [0.034, -0.023, 0.016], [-0.002, -0.009, -0.009], [-0.004, 0.011, -0.006], [0.016, 0.028, 0.018], [0.040, 0.079, 0.152], [-0.010, -0.015, -0.079]],
  "total_energy_ev": -68102.44371,
  "relative_energy_kcal_mol": 0.00,
  "charge": 3,
  "fmax_ev_per_a": 0.55,
  "multiplicity": 2,
  "e_homo_ev": [-14.37, -14.37],
  "s2": 0.79,
  "gap_ev": [5.8832, 4.0394]
}


{
  "formula": "C47H44LuN5O5P2S",
  "method": "the ωB97M-V functional and the def2-TZVPD basis",
  "species": ["Lu", "C", "P", "C", "C", "C", "C", "C", "C", "C", "C", "C", "C", "C", "C", "C", "C", "C", "C", "C", "P", "C", "C", "C", "C", "C", "C", "C", "C", "C", "C", "C", "C", "N", "H", "H", "H", "H", "H", "H", "H", "H", "H", "H", "H", "H", "H", "H", "H", "H", "H", "H", "H", "H", "H", "H", "H", "H", "H", "H", "O", "C", "O", "C", "C", "N", "N", "C", "C", "O", "O", "H", "H", "H", "C", "C", "N", "C", "C", "C", "S", "N", "C", "O", "C", "C", "C", "C", "C", "C", "H", "H", "H", "H", "H", "H", "H", "H", "H", "H", "H", "H", "H", "H", "H"],
  "xyz": [[0.17443, 0.75717, -0.77498], [-3.68117, 0.64047, -1.42913], [-2.57887, -0.88884, -1.44236], [-3.58806, -1.94288, -0.45625], [-4.87077, -2.35453, -0.88165], [-5.72463, -2.95408, 0.04388], [-5.32787, -3.25310, 1.34948], [-4.03448, -2.85828, 1.76547], [-3.15414, -2.24292, 0.84453], [-2.73310, -1.52772, -3.10392], [-2.00117, -2.67511, -3.41272], [-2.27803, -3.38334, -4.57323], [-3.30459, -2.95109, -5.47206], [-3.98343, -1.76812, -5.20376], [-3.66090, -1.03135, -4.04559], [-3.11717, 1.67638, -0.47433], [-3.75365, 2.93983, -0.25779], [-2.99601, 3.56893, 0.76265], [-1.90481, 2.73935, 1.01125], [-0.85844, 2.97397, 2.05181], [0.05943, 1.37429, 2.44870], [-0.96044, 0.74510, 3.78264], [-1.24147, 1.70997, 4.78761], [-2.21468, 1.43078, 5.71017], [-2.88802, 0.19825, 5.70298], [-2.52049, -0.80790, 4.77610], [-1.61913, -0.49253, 3.80125], [1.54399, 1.87080, 3.27664], [1.88375, 1.26811, 4.46752], [2.84482, 1.85996, 5.25823], [3.39095, 3.07405, 4.93364], [3.01566, 3.70787, 3.70977], [2.14115, 3.04539, 2.84552], [-1.93150, 1.58018, 0.17655], [-4.64527, 0.27884, -1.08565], [-3.82632, 1.11612, -2.41140], [-5.19920, -2.33076, -1.91401], [-6.72056, -3.21810, -0.33027], [-5.99362, -3.78011, 2.03310], [-3.71813, -2.99935, 2.77711], [-2.14320, -1.99371, 1.17502], [-1.15842, -2.97259, -2.76708], [-1.77239, -4.33064, -4.71721], [-3.52879, -3.55173, -6.37153], [-4.71304, -1.33922, -5.89581], [-4.24629, -0.14122, -3.89715], [-4.64451, 3.26008, -0.79139], [-3.22061, 4.52959, 1.23511], [-1.33418, 3.44723, 2.94061], [-0.06034, 3.75416, 1.83592], [-0.61254, 2.59978, 4.88968], [-2.52089, 2.23207, 6.40709], [-3.54798, -0.02998, 6.53434], [-3.07964, -1.74912, 4.83219], [-1.35504, -1.20678, 3.02356], [1.57370, 0.23387, 4.68762], [3.25764, 1.27009, 6.07587], [4.14590, 3.47825, 5.58573], [3.47412, 4.65314, 3.42111], [1.87270, 3.49744, 1.90247], [1.29415, 5.98653, -3.03425], [0.62535, 5.38766, -3.95893], [0.47048, 5.86310, -5.08061], [0.06723, 4.02823, -3.64423], [-0.72008, 3.18306, -4.48606], [-0.97608, 2.05080, -3.79118], [-0.38228, 2.02041, -2.59182], [0.19937, 3.22136, -2.42523], [0.86485, 3.56599, -1.09823], [1.33034, 4.68197, -0.86648], [0.91803, 2.59208, -0.21569], [1.37617, 5.50701, -2.12949], [-0.92012, 3.31476, -5.55100], [-1.53823, 1.28245, -4.14440], [6.21589, -2.13465, -0.64644], [5.60417, -0.86373, -0.01166], [4.74362, -0.07514, -0.90935], [5.32974, 1.04205, -1.63234], [6.43857, 0.65959, -2.62677], [3.49465, -0.49321, -1.13872], [2.50928, 0.30871, -2.30499], [3.14238, -1.60852, -0.48333], [1.90300, -1.94213, -0.20998], [0.94506, -1.06205, -0.02643], [1.48569, -3.38872, -0.08142], [0.12838, -3.69560, 0.15497], [-0.23692, -4.98979, 0.48195], [0.73887, -5.96108, 0.74533], [2.08939, -5.66776, 0.59143], [2.44990, -4.40709, 0.05832], [6.80696, -2.63565, 0.16905], [6.86657, -1.99588, -1.53339], [5.39900, -2.83298, -0.93266], [6.44020, -0.20509, 0.25569], [5.08062, -1.12733, 0.90712], [5.76066, 1.71551, -0.82826], [4.56843, 1.60391, -2.12702], [7.42442, 0.69789, -2.10589], [6.48034, 1.46263, -3.37621], [6.23533, -0.27037, -3.16735], [-0.54772, -2.86045, 0.09008], [-1.32404, -5.21047, 0.62240], [0.47276, -6.93245, 1.13182], [2.83288, -6.38329, 0.89508], [3.50248, -4.16873, -0.09709]],
  "forces_ev_per_a": [[-1.520, -1.692, 1.682], [1.012, -0.031, 0.138], [1.271, 2.316, -0.409], [-0.768, -1.283, 0.743], [0.366, -0.471, 1.186], [-0.239, -0.374, -0.565], [1.014, 0.717, 0.088], [-0.552, 0.011, -1.475], [-0.975, -0.172, 0.438], [-1.004, 0.260, -1.078], [0.362, 0.001, -0.351], [-1.099, 0.157, -0.434], [0.790, -0.591, 0.458], [0.798, 0.443, 0.166], [-0.111, -1.259, -0.292], [-1.154, 1.944, -1.037], [0.726, -1.985, 0.116], [0.284, -0.344, -0.432], [-0.098, -0.346, -0.808], [1.209, 0.978, 0.752], [-0.870, -0.565, -2.415], [-0.727, 0.639, 1.189], [0.582, -1.166, -0.427], [-1.074, 0.284, 0.656], [1.099, -0.420, -0.070], [-1.731, 0.854, 1.627], [1.312, 0.415, -1.161], [-0.862, 0.664, 0.195], [0.859, -0.966, -0.075], [0.541, -1.012, 0.438], [-0.271, 0.960, -1.342], [0.659, -0.887, 0.674], [0.754, 0.977, 1.036], [0.046, 1.053, 1.337], [-0.247, 0.131, -0.012], [0.185, -0.377, 0.161], [0.137, 0.547, -0.001], [0.344, -0.111, 0.384], [0.128, 0.281, -0.158], [0.169, -0.265, 0.391], [-0.399, 0.194, -0.203], [-0.649, -0.067, -0.167], [0.084, 0.138, -0.335], [0.129, 0.418, 0.632], [0.177, -0.366, 0.191], [0.040, 0.188, 0.391], [0.081, 0.027, 0.396], [0.229, -0.459, -0.113], [0.157, -0.717, -0.343], [-0.943, -1.020, -0.435], [-0.496, -0.146, -0.272], [0.279, -0.715, -0.157], [-0.251, 0.038, -0.342], [0.539, 0.231, -0.201], [-0.108, 0.071, 0.106], [-0.319, 0.781, 0.071], [-0.212, 0.374, 0.148], [0.094, 0.373, 0.001], [-0.142, -0.206, 0.078], [0.042, -0.049, -0.054], [0.689, 0.539, 1.033], [-0.604, -0.214, -2.101], [-0.016, -0.695, 1.270], [-1.040, -2.326, 0.974], [1.647, 1.124, 1.155], [0.377, 0.405, -0.897], [-0.417, 1.303, -0.290], [-0.045, 1.053, -1.611], [0.455, -0.925, 1.343], [-0.314, -0.518, -0.467], [0.372, 2.034, -1.568], [-0.381, 0.133, -0.604], [-0.371, -0.063, 0.596], [0.339, -0.065, 0.388], [-0.308, -0.824, 0.537], [1.044, 0.180, -0.573], [-0.265, -0.531, -0.182], [1.346, 0.489, 1.320], [0.373, 0.878, 0.290], [0.063, 0.047, 0.439], [-0.612, 0.108, -0.125], [-0.713, -0.845, -0.087], [-1.394, 1.142, -0.424], [1.427, -1.672, -0.161], [0.455, -0.344, 0.840], [1.232, 0.136, -0.313], [-1.022, -0.213, 0.308], [0.089, 0.416, 0.044], [-0.505, 1.245, -0.894], [-0.100, -0.086, 0.796], [-0.399, 0.372, -0.856], [-0.383, 0.275, 0.646], [0.543, 0.439, 0.151], [-0.248, 0.015, 0.070], [-0.111, 0.078, -0.218], [-0.353, -0.557, -0.944], [-0.556, 0.077, -0.145], [-0.618, -0.609, -0.555], [0.043, -0.216, 0.108], [0.183, 0.085, 0.318], [-0.384, -0.147, -0.050], [1.104, 0.083, -0.097], [-0.243, -0.090, -0.019], [0.223, -0.138, -0.201], [-0.285, 0.020, 0.052]],
  "total_energy_ev": -130178.64744,
  "relative_energy_kcal_mol": 0.00,
  "fmax_ev_per_a": 2.83,
  "e_homo_ev": -6.59,
  "gap_ev": 6.3791
}


no.,molecular weight (g/mol)
1,939.11
2,1027.88